# 1
C8H21AlI2OP2 | the ωB97M-V functional and the def2-TZVPD basis

```
35
C8H21AlI2OP2 (the ωB97M-V functional and the def2-TZVPD basis)
I 0.1459 -0.6712 -2.5564
I 0.0213 3.9721 -0.2543
Al 0.0181 1.3677 -0.3196
P -2.2289 0.2299 -0.2845
C -3.0065 -0.1264 -1.9054
C -2.7814 -1.2553 0.6446
H -3.8568 -1.1532 0.8595
H -4.4099 0.9397 0.4046
H -2.2551 -1.3495 1.6052
H -3.1338 1.7835 1.3483
H -2.6829 -1.1133 -2.2288
H -2.6023 -2.1623 0.0738
C -3.4291 1.4475 0.3578
H -4.0973 -0.0576 -1.8494
H -3.4853 2.2970 -0.3375
H -2.6408 0.6251 -2.6283
P 2.2234 0.2374 -0.2540
C 2.9573 -0.0955 -1.9252
C 3.4329 1.4480 0.3738
H 2.2633 -1.3326 1.6254
H 3.8608 -1.1208 0.8617
H 2.6162 -2.1557 0.0844
C 2.7821 -1.2325 0.6646
H 3.1249 1.7721 1.3760
H 4.3949 0.9239 0.4297
H 4.0469 -0.0982 -1.9043
H 2.6054 0.6798 -2.5821
H 3.4842 2.3023 -0.2981
H 2.6138 -1.0954 -2.2008
C -0.0181 -1.9976 0.0176
O 0.0595 -3.1282 -0.2668
C -0.0102 0.9837 1.7082
H 0.8633 0.4119 2.0604
H -0.8754 0.4270 2.0743
H -0.0042 1.8748 2.3238
```

Values from the calculation:
Largest force on an atom (eV Å⁻¹): 5.34
Energy relative to the best compared isomer or geometry (same formula, charge and spin) (kcal/mol): 11.78
Net charge: +2
HOMO energy (alpha / beta) (eV): -16.416 / -15.943

# 2
C2H3BrCl2 | the ωB97M-V functional and the def2-TZVPD basis

```
8
C2H3BrCl2 (the ωB97M-V functional and the def2-TZVPD basis)
C -0.0525 0.9762 0.5169
C 1.0685 0.6915 -0.1435
Cl 2.3570 1.7502 -0.5749
Br 1.5055 -1.1276 -0.5317
H -0.6653 0.1556 0.8588
H -0.2146 2.1493 0.7158
Cl -2.3288 -1.7916 -0.6063
H -1.6699 -2.8035 -0.2351
```

Values from the calculation:
Largest force on an atom (eV Å⁻¹): 3.29
Energy relative to the best compared isomer or geometry (same formula, charge and spin) (kcal/mol): 14.41
SMILES: C=C(Cl)Br.Cl
HOMO energy (eV): -9.708